Density functional theory data (the ωB97M-V functional and the def2-TZVPD basis) for H2INOP as an isolated structure at a distorted geometry.

The max |F| comes out at 5.05 eV Å⁻¹. For the HOMO-LUMO gap, the calculation gives 6.72 eV. The lowest unoccupied orbital energy comes out at 3.5 eV. The calculation puts the highest occupied orbital energy at -0.120 hartree.

```
! RIJCOSX wB97M-V def2-TZVPD def2/J DEFGRID3
* xyz -1 1
O -1.0044 1.2800 0.0208
P -0.1167 0.0937 -0.5326
N 0.3690 -1.1120 0.6887
I 0.5218 -0.3013 2.5780
H -0.8508 -0.6016 -1.5987
H 1.0811 0.6412 -1.1562
*
```



Density functional theory data (the ωB97M-V functional and the def2-TZVPD basis) for one molecule with the formula C5H11NO.

For the energy above the lowest of the compared OMol25 structures with the same formula, charge and spin, the calculation gives 4.383 eV. The max |F| comes out at 0.53 eV Å⁻¹. For the HOMO-LUMO gap, the calculation gives 8.75 eV. The lowest unoccupied orbital energy comes out at 0.8 eV. The calculation puts the highest occupied orbital energy at -0.291 hartree.

```
! RIJCOSX wB97M-V def2-TZVPD def2/J DEFGRID3
* xyz 0 1
C -0.8668 -1.1343 -0.8199
C -0.6532 0.2825 -0.3033
C -1.5081 0.6047 0.9156
N 0.7859 0.4728 0.0178
C 1.5696 -0.3896 1.1288
C 1.6488 0.7612 -1.0691
O 1.2866 0.8058 -2.2152
H -0.5338 -1.8653 -0.0749
H -1.9292 -1.3044 -1.0205
H -0.3119 -1.2948 -1.7488
H -0.8728 0.9977 -1.1032
H -1.2998 1.6102 1.2977
H -2.5663 0.5612 0.6391
H -1.3438 -0.1174 1.7220
H 0.7795 -0.6287 1.8441
H 1.9155 -1.3051 0.6402
H 1.2184 1.0184 0.8707
H 2.6815 0.9249 -0.7209
*
```



Density functional theory data (the ωB97M-V functional and the def2-TZVPD basis) for a 2-piece molecular cluster, C4H12NO2 overall at a distorted geometry.

For the energy above the lowest of the compared OMol25 structures with the same formula, charge and spin, the calculation gives 1.038 eV. The max |F| comes out at 1.03 eV Å⁻¹. For the HOMO-LUMO gap, the calculation gives 6.66 eV. The lowest unoccupied orbital energy comes out at 3.9 eV. The calculation puts the highest occupied orbital energy at -0.101 hartree.

```
! RIJCOSX wB97M-V def2-TZVPD def2/J DEFGRID3
* xyz -1 1
C -0.3451 -0.5951 -1.5580
C 0.1164 0.8640 -1.3751
N 1.2175 1.0199 -0.4494
C 0.8396 0.8304 0.9559
C 1.1634 -0.6574 1.3733
O 2.1986 -1.1525 0.6690
H -1.0990 -0.7141 -2.3448
H -0.8158 -0.9351 -0.6288
H 0.5079 -1.2321 -1.7495
H 0.4252 1.2358 -2.3360
H -0.7167 1.4635 -1.0244
H 1.8966 0.2321 -0.5531
H -0.2198 0.9969 1.0974
H 1.3739 1.5649 1.5713
H 1.2434 -0.6712 2.4812
H 0.2162 -1.2313 1.1420
H -2.6127 -0.6419 1.6188
H -2.3269 -0.1220 0.2519
O -3.0626 -0.2548 0.8583
*
```



Density functional theory data (the ωB97M-V functional and the def2-TZVPD basis) for C59H48GeN6O2PSSr as an isolated structure at a distorted geometry.

The max |F| comes out at 2.94 eV Å⁻¹. For the HOMO-LUMO gap (spin up / spin down), the calculation gives 4.53 / 7.56 eV. Its expectation value of S² is 0.777. The lowest unoccupied orbital energy (spin up / spin down) comes out at 0.0 / 0.0 eV. The calculation puts the highest occupied orbital energy (spin up / spin down) at -0.167 / -0.278 hartree.

```
! RIJCOSX wB97M-V def2-TZVPD def2/J DEFGRID3
* xyz 0 2
Sr 0.4149 1.1455 -0.0586
C -2.8072 4.5210 -0.1110
C -2.2557 3.2969 0.5737
O -2.1258 2.1801 -0.1902
C -1.9260 3.3429 1.8749
C -1.1981 2.3781 2.6778
C -1.5743 2.2416 4.1261
N -0.1701 1.7848 2.1709
N 0.6938 1.2015 3.0521
C 1.8131 0.7849 2.5180
O 2.0546 0.6858 1.2709
C 2.8940 0.4709 3.4808
C 4.2053 0.7871 3.1361
C 5.2362 0.5144 4.0135
C 4.9700 -0.0986 5.2264
C 3.6623 -0.3822 5.5879
C 2.6250 -0.0849 4.7255
H -2.7064 4.4138 -1.1867
H -2.2514 5.4029 0.1963
H -3.8586 4.6739 0.1232
H -2.1754 4.2494 2.4146
H -2.2029 3.0671 4.4492
H -0.6777 2.1694 4.7387
H -2.1306 1.3118 4.2457
H 4.4053 1.2714 2.1900
H 6.2486 0.7860 3.7515
H 5.7799 -0.3354 5.8987
H 3.4499 -0.8333 6.5471
H 1.5981 -0.2855 4.9838
S 3.3343 4.0100 -6.7934
N 3.1520 4.6942 -5.3147
C 2.6160 3.7902 -4.5067
C 2.2788 3.9831 -3.1352
C 2.4998 5.1833 -2.4764
C 2.1435 5.2967 -1.1420
C 1.5592 4.1949 -0.5171
N 1.3244 3.0470 -1.1141
C 1.6806 2.8936 -2.4209
C 1.4432 1.6556 -3.0600
N 0.8647 0.6495 -2.3515
C 0.6345 -0.4943 -2.9488
C 0.9421 -0.7713 -4.2784
C 1.5316 0.2284 -5.0294
C 1.7887 1.4553 -4.4357
C 2.3732 2.5399 -5.1491
N 2.7292 2.5318 -6.4262
H 2.9454 6.0015 -3.0219
H 2.3033 6.2136 -0.5961
H 1.2540 4.2466 0.5251
H 0.1585 -1.2499 -2.3398
H 0.7123 -1.7370 -4.6987
H 1.7923 0.0886 -6.0670
C -5.1577 2.4608 -1.1968
Ge -3.6601 1.2008 -0.7314
C -3.0246 0.4653 -2.4785
C -2.0769 1.2017 -3.1771
C -1.7593 0.8896 -4.4868
C -2.3877 -0.1702 -5.1167
C -3.3339 -0.9116 -4.4302
C -3.6572 -0.5901 -3.1224
C -4.2325 0.3121 0.9767
C -4.6059 1.2101 1.9550
C -5.1138 0.7825 3.1842
C -5.2533 -0.5555 3.4389
C -4.8734 -1.5098 2.4756
C -5.0018 -2.8921 2.7268
C -4.6637 -3.8174 1.7766
C -4.1723 -3.3915 0.5383
C -4.0079 -2.0566 0.2736
C -4.3552 -1.0762 1.2215
H -5.9734 1.8554 -1.5843
H -4.8843 3.1802 -1.9623
H -5.5290 2.9915 -0.3253
H -1.5871 2.0359 -2.6954
H -1.0252 1.4791 -5.0142
H -2.1510 -0.4075 -6.1424
H -3.8364 -1.7333 -4.9192
H -4.4217 -1.1603 -2.6116
H -4.5090 2.2748 1.7836
H -5.4105 1.5121 3.9249
H -5.6788 -0.9012 4.3703
H -5.3676 -3.2083 3.6924
H -4.7719 -4.8745 1.9746
H -3.9215 -4.1294 -0.2071
H -3.5972 -1.7313 -0.6742
C 2.3615 -3.3044 4.5177
C 3.3913 -3.2322 3.5957
C 3.1651 -2.7142 2.3320
C 1.9019 -2.2518 1.9857
C 0.8696 -2.3316 2.9159
C 1.0950 -2.8571 4.1737
P 1.4179 -1.5696 0.3619
C 2.9436 -1.6419 -0.6242
C 2.9729 -2.2612 -1.8720
C 4.0964 -2.1673 -2.6728
C 5.2059 -1.4628 -2.2405
C 5.1922 -0.8565 -0.9952
C 4.0659 -0.9348 -0.1994
C 0.5751 -3.0904 -0.2410
C 1.1532 -4.3556 -0.2126
C 0.4864 -5.4321 -0.7675
C -0.7456 -5.2474 -1.3753
C -1.3379 -3.9968 -1.3817
C -0.6906 -2.9291 -0.7883
H 2.5465 -3.7028 5.5046
H 4.3793 -3.5797 3.8650
H 3.9760 -2.6733 1.6189
H -0.1152 -1.9687 2.6436
H 0.2894 -2.9097 4.8913
H 2.1186 -2.8237 -2.2217
H 4.0996 -2.6392 -3.6449
H 6.0745 -1.3804 -2.8744
H 6.0569 -0.3083 -0.6503
H 4.0413 -0.4408 0.7580
H 2.1304 -4.4853 0.2333
H 0.9326 -6.4161 -0.7444
H -1.2452 -6.0821 -1.8451
H -2.2955 -3.8518 -1.8581
H -1.1595 -1.9495 -0.7537
*
```



Density functional theory data (the ωB97M-V functional and the def2-TZVPD basis) for C25H17AlBrCl5N3O3S as an isolated structure.

For the energy above the lowest of the compared OMol25 structures with the same formula, charge and spin, the calculation gives 1.032 eV. The max |F| comes out at 0.56 eV Å⁻¹. For the HOMO-LUMO gap, the calculation gives 7.38 eV. The lowest unoccupied orbital energy comes out at -3.4 eV. The calculation puts the highest occupied orbital energy at -0.396 hartree.

```
! RIJCOSX wB97M-V def2-TZVPD def2/J DEFGRID3
* xyz 1 1
Al -0.7993 -0.9188 0.3883
O 3.0804 -2.1108 4.0031
C 2.1313 -1.3096 4.5810
C 2.4139 -0.8420 5.8557
C 1.5053 -0.0207 6.4988
C 0.3111 0.3356 5.8825
C 0.0304 -0.1428 4.6136
C 0.9356 -0.9637 3.9488
C 0.6225 -1.5034 2.5756
O -0.6219 -1.1488 2.1080
N 1.7063 -1.0141 1.6528
N 1.2419 -0.8380 0.3607
C 1.9421 -0.2065 -0.4946
C 1.4954 0.0441 -1.8607
Br -0.0427 -0.9176 -2.4262
C 2.1411 0.8709 -2.6738
C 1.7456 1.2535 -4.0471
C 2.5758 0.9514 -5.1216
C 2.2022 1.3200 -6.4052
C 1.0135 2.0055 -6.6144
C 0.1917 2.3185 -5.5401
C 0.5540 1.9419 -4.2558
H 2.8406 -2.3322 3.0964
H 3.3461 -1.1333 6.3211
H 1.7339 0.3447 7.4917
H -0.3981 0.9731 6.3927
H -0.8995 0.1031 4.1190
H 0.7050 -2.6019 2.5937
H 2.1689 -0.1826 2.0072
H 2.9111 0.2045 -0.2165
H 3.0360 1.3300 -2.2558
H 3.5097 0.4271 -4.9574
H 2.8443 1.0785 -7.2416
H 0.7305 2.3022 -7.6157
H -0.7308 2.8602 -5.7012
H -0.0794 2.1914 -3.4120
Cl -5.7449 4.0689 -0.3985
C -4.3251 3.1126 -0.2912
C -4.4247 1.7505 -0.0328
Cl -5.9402 0.9780 0.1784
C -3.2578 1.0125 0.0454
Cl -3.2849 -0.7215 0.3398
C -1.9861 1.5507 -0.1079
O -0.9052 0.8022 -0.0223
C -1.9052 2.9176 -0.3811
Cl -0.3406 3.5929 -0.6144
C -3.0607 3.6870 -0.4697
Cl -2.9309 5.3604 -0.8090
S -0.2461 -5.2977 -0.2149
C -1.9216 -5.0001 -0.1728
C -2.1553 -3.6735 -0.0771
N -1.0151 -2.8924 -0.0629
C 0.0625 -3.6473 -0.1471
H -2.6449 -5.7974 -0.2098
H -3.1329 -3.2242 -0.0336
H 1.0653 -3.2485 -0.1697
*
```



Density functional theory data (the ωB97M-V functional and the def2-TZVPD basis) for one molecule with the formula C5H9NO2S at a distorted geometry.

For the energy above the lowest of the compared OMol25 structures with the same formula, charge and spin, the calculation gives 3.678 eV. The max |F| comes out at 5.74 eV Å⁻¹. For the HOMO-LUMO gap, the calculation gives 8.91 eV. The lowest unoccupied orbital energy comes out at 0.7 eV. The calculation puts the highest occupied orbital energy at -0.302 hartree.

```
! RIJCOSX wB97M-V def2-TZVPD def2/J DEFGRID3
* xyz 0 1
C 0.1603 1.0266 -0.8394
C 1.4519 0.6866 -1.2074
C -0.5761 -1.1290 -0.0999
C -1.2186 -1.9132 0.7162
C -1.9056 0.8156 0.3820
N -0.6818 0.2247 -0.0493
O 3.6896 -0.1740 -0.7998
O 2.0773 0.0074 1.1440
S 2.4112 -0.6109 -0.4028
H -0.3007 1.9323 -1.1864
H 2.0064 1.2542 -1.8208
H 0.0845 -1.5587 -0.8216
H -1.9055 -1.6311 1.4606
H 2.5740 0.8637 1.4126
H -1.1580 -2.9874 0.4326
H -2.7766 0.5217 -0.0925
H -1.9559 0.7507 1.4920
H -1.9762 1.9211 0.2801
*
```



In the order shown, the computed E_tot values come out to -20959.8095, -8897.3142, -9927.1857, -152475.9892, -186898.5532, -21747.9827 eV.